1.
A molecular structure, C15H13Cl3CoNO3 at a distorted geometry, computed with wB97M-V/def2-TZVPD.

Output
Relative energy (zero: lowest compared OMol25 entry of this formula, charge and spin) ... 0.0 kcal per mole
2S+1 ... 5
Charge ... 0
Maximum force ... 1.24 eV/Å
Orbital gap (alpha / beta) ... 7.81 / 6.19 eV

Structure (XYZ):
```
36
C15H13Cl3CoNO3 (wB97M-V/def2-TZVPD)
Co 1.447 1.798 0.380
N -1.677 1.224 0.371
C -1.918 0.190 -0.514
C -2.988 0.188 -1.441
C -3.076 -0.830 -2.423
C -2.222 -1.885 -2.484
C -1.116 -2.038 -1.497
C -1.096 -0.904 -0.539
C 1.021 -0.911 0.954
C 1.081 -2.243 1.296
C 1.662 -2.496 2.529
C 2.130 -1.434 3.301
C 2.048 -0.124 2.856
C 1.480 0.189 1.613
H -1.135 2.077 0.037
H -1.147 0.880 1.166
H -3.700 1.001 -1.417
H -3.879 -0.770 -3.146
H -2.346 -2.664 -3.223
H -1.130 -3.029 -1.034
H 0.724 -3.037 0.653
H 1.756 -3.515 2.877
H 2.590 -1.644 4.259
H 2.470 0.664 3.468
Cl 1.877 1.646 -2.139
C 1.419 0.032 -2.479
Cl 1.781 -0.473 -4.079
Cl 3.689 0.996 0.116
C 0.792 -0.843 -1.696
O 0.242 -1.994 -2.104
O 0.318 -0.570 -0.375
C -0.226 4.136 0.974
O 0.071 3.069 0.106
H -1.049 4.729 0.563
H 0.634 4.802 1.099
H -0.529 3.784 1.969
```

These are the natural (NBO) partial charges, in e, on atoms 1 to 4: atom 1 (Co): 1.345, atom 2 (N): -0.837, atom 3 (C): 0.148, atom 4 (C): -0.145

2.
A molecular structure, C21H21Cl5N2O6V, computed with wB97M-V/def2-TZVPD.

Output
Relative energy (zero: lowest compared OMol25 entry of this formula, charge and spin) ... 0.0 kcal per mole
2S+1 ... 4
Charge ... -2
Maximum force ... 0.67 eV/Å
Orbital gap (alpha / beta) ... 5.72 / 6.92 eV

Structure (XYZ):
```
56
C21H21Cl5N2O6V (wB97M-V/def2-TZVPD)
V -0.498 -0.497 0.043
O -2.539 0.734 -0.023
C -3.062 0.755 1.296
C -1.971 0.928 2.333
N -0.907 -0.082 2.219
C 0.216 0.284 3.117
C 0.807 1.730 3.090
O 1.576 1.926 4.045
O 0.436 2.515 2.195
C -1.389 -1.416 2.643
C -2.267 -2.158 1.625
O -3.126 -2.927 2.056
O -1.985 -1.932 0.402
H -2.045 1.549 -0.255
H -3.608 -0.181 1.420
H -3.784 1.573 1.417
H -2.412 0.904 3.344
H -1.487 1.896 2.187
H 1.045 -0.391 2.897
H -0.082 0.096 4.157
H -1.903 -1.356 3.611
H -0.505 -2.049 2.773
C 0.478 -0.504 -2.938
N -0.552 -1.128 -2.113
C -1.876 -0.845 -2.658
C -0.318 -2.580 -2.007
C 0.854 -2.882 -1.095
C 1.678 -3.969 -1.366
C 2.711 -4.297 -0.494
C 2.908 -3.516 0.636
C 2.084 -2.419 0.880
C 1.025 -2.053 0.036
H 0.432 -0.886 -3.971
H 1.461 -0.722 -2.523
H 0.326 0.576 -2.944
H -1.987 -1.273 -3.668
H -2.014 0.235 -2.704
H -2.630 -1.264 -1.994
H -0.168 -3.008 -3.013
H -1.225 -3.012 -1.580
H 1.515 -4.565 -2.261
H 3.355 -5.145 -0.700
H 3.712 -3.755 1.325
H 2.292 -1.824 1.767
Cl 3.652 5.910 -0.816
C 2.331 4.799 -0.969
C 2.458 3.476 -0.539
Cl 3.943 2.947 0.165
C 1.409 2.591 -0.669
Cl 1.568 0.958 -0.133
C 0.157 2.955 -1.243
O -0.788 2.125 -1.396
C 0.070 4.313 -1.659
Cl -1.435 4.812 -2.357
C 1.122 5.204 -1.526
Cl 0.941 6.843 -2.066
```

These are the natural (NBO) partial charges, in e, on atoms 1 to 4: atom 1 (V): 1.029, atom 2 (O): -0.748, atom 3 (C): -0.061, atom 4 (C): -0.273

3.
C3H4ClNO in the gas phase at a distorted geometry, computed with wB97M-V/def2-TZVPD.

Output
Relative energy (zero: lowest compared OMol25 entry of this formula, charge and spin) ... 69.6 kcal per mole
SMILES string ... O=C1CCN1Cl
Charge ... 0
Maximum force ... 4.47 eV/Å
Orbital gap ... 9.56 eV

Structure (XYZ):
```
10
C3H4ClNO (wB97M-V/def2-TZVPD)
O 2.667 -0.155 -1.492
C 1.742 0.009 -0.804
C 0.382 -0.483 -0.484
C 0.097 0.726 0.376
N 1.488 1.368 0.339
Cl 1.472 2.936 -0.495
H -0.152 -0.290 -1.407
H 0.356 -1.433 -0.169
H -0.668 1.415 0.128
H -0.162 0.600 1.341
```

These are the natural (NBO) partial charges, in e, on atoms 1 to 4: atom 1 (O): -0.452, atom 2 (C): 0.779, atom 3 (C): -0.554, atom 4 (C): -0.254

4.
C5H8O2 in the gas phase, computed with wB97M-V/def2-TZVPD.

Output
Relative energy (zero: lowest compared OMol25 entry of this formula, charge and spin) ... 22.3 kcal per mole
SMILES string ... CC1(OC=O)CC1
Charge ... 0
Maximum force ... 0.53 eV/Å
Orbital gap ... 11.32 eV

Structure (XYZ):
```
15
C5H8O2 (wB97M-V/def2-TZVPD)
C -0.239 0.411 -1.450
C 0.237 -0.003 -0.078
O -0.069 -1.359 0.252
C -1.361 -1.669 0.424
O -2.296 -0.917 0.350
C 0.309 0.962 1.062
C 1.572 0.415 0.441
H -0.270 1.502 -1.527
H -1.252 0.042 -1.625
H 0.425 0.024 -2.230
H -1.439 -2.745 0.639
H 0.035 1.994 0.861
H 0.042 0.606 2.053
H 2.181 1.062 -0.185
H 2.125 -0.325 1.012
```

These are the natural (NBO) partial charges, in e, on atoms 1 to 4: atom 1 (C): -0.630, atom 2 (C): 0.230, atom 3 (O): -0.497, atom 4 (C): 0.651

5.
A molecular structure, C26H25Br2Cl2NO2ReSi, computed with wB97M-V/def2-TZVPD.

Output
2S+1 ... 2
Charge ... +2
Maximum force ... 0.57 eV/Å
Orbital gap (alpha / beta) ... 5.84 / 5.75 eV

Structure (XYZ):
```
60
C26H25Br2Cl2NO2ReSi (wB97M-V/def2-TZVPD)
Re 0.154 0.177 0.012
Cl 2.322 -0.658 0.032
C 2.582 -2.352 -0.602
Cl 1.877 -3.581 0.449
H 3.656 -2.497 -0.632
H 2.116 -2.394 -1.581
Br -4.488 2.301 -0.447
C -2.794 3.096 -0.230
C -2.746 4.505 -0.148
C -1.557 5.156 -0.007
Br -1.537 7.032 0.094
C -0.342 4.421 0.070
C 0.941 4.985 0.224
C 2.038 4.167 0.295
C 1.870 2.782 0.223
N 0.682 2.211 0.079
C -0.424 3.022 -0.007
C -1.655 2.342 -0.167
O -1.605 0.994 -0.226
H -3.670 5.063 -0.202
H 1.047 6.059 0.288
H 3.032 4.571 0.412
H 2.724 2.121 0.286
C -4.429 -3.232 -0.833
C -4.013 -1.844 -0.676
C -3.587 -1.054 -1.822
C -4.064 -1.224 0.639
Si -0.642 -3.247 -0.218
O -0.645 -1.716 0.085
C -1.378 -4.307 1.074
C -1.477 -5.703 1.007
C -2.059 -6.416 2.041
C -2.550 -5.748 3.156
C -2.444 -4.366 3.249
C -1.857 -3.651 2.218
C -0.518 -3.703 -1.986
C -0.244 -2.665 -2.892
C -0.146 -2.917 -4.251
C -0.329 -4.210 -4.727
C -0.614 -5.246 -3.847
C -0.709 -4.997 -2.488
H -5.533 -3.188 -0.772
H -4.134 -3.839 0.026
H -4.154 -3.679 -1.784
H -4.432 -0.382 -2.050
H -3.358 -1.647 -2.702
H -2.787 -0.365 -1.530
H -4.657 -0.302 0.573
H -3.054 -0.843 0.856
H -4.425 -1.879 1.425
H -1.081 -6.249 0.162
H -2.124 -7.495 1.984
H -3.002 -6.310 3.963
H -2.806 -3.853 4.130
H -1.750 -2.575 2.304
H -0.116 -1.650 -2.528
H 0.070 -2.111 -4.939
H -0.254 -4.409 -5.787
H -0.762 -6.250 -4.223
H -0.936 -5.821 -1.827
```

These are the natural (NBO) partial charges, in e, on atoms 1 to 4: atom 1 (Re): 0.919, atom 2 (Cl): 0.141, atom 3 (C): -0.408, atom 4 (Cl): 0.116

6.
10 unconnected molecules or ions with the total composition CH23O10 at a distorted geometry, computed with wB97M-V/def2-TZVPD.

Output
Relative energy (zero: lowest compared OMol25 entry of this formula, charge and spin) ... 141.7 kcal per mole
Charge ... +1
Maximum force ... 2.04 eV/Å
Orbital gap ... 3.42 eV

Structure (XYZ):
```
34
CH23O10 (wB97M-V/def2-TZVPD)
O -13.167 -1.044 -22.232
H -12.730 -1.136 -23.082
H -14.104 -1.197 -22.376
H -13.010 -0.168 -21.872
O -15.341 -2.123 -27.348
H -14.505 -1.945 -26.912
H -15.152 -2.769 -28.033
H -15.992 -2.301 -26.665
C -18.457 -0.425 -22.358
O -17.792 -1.453 -23.084
H -18.710 -0.610 -21.314
H -17.888 0.504 -22.401
H -19.387 -0.044 -22.782
O -15.396 -5.902 -22.012
H -15.017 -5.963 -22.889
H -16.146 -5.316 -22.115
O -17.029 3.476 -19.578
H -17.371 3.150 -20.411
H -16.083 3.342 -19.638
O -19.829 1.336 -27.166
H -20.252 1.057 -27.978
H -20.156 0.727 -26.504
O -15.138 4.301 -24.169
H -14.508 3.939 -23.546
H -15.001 3.794 -24.970
O -22.206 2.728 -19.035
H -21.807 3.589 -19.160
H -21.979 2.241 -19.827
O -20.568 -5.323 -24.129
H -19.939 -4.603 -24.095
H -20.632 -5.629 -23.224
O -19.710 -2.260 -16.409
H -19.316 -1.391 -16.493
H -20.454 -2.130 -15.821
```

These are the natural (NBO) partial charges, in e, on atoms 1 to 4: atom 1 (O): -0.775, atom 2 (H): 0.531, atom 3 (H): 0.529, atom 4 (H): 0.566

> Which value of maximum force does entry 6 give?

2.04 eV/Å